Record 1
{"formula": "C5H10N2O2", "method": "ωB97M-V with the def2-TZVPD basis set", "smiles": "C[C@@H]1N([N+](=O)[O-])C1(C)C", "homo_ev": -10.18, "species": ["O", "O", "N", "N", "C", "C", "C", "C", "C", "H", "H", "H", "H", "H", "H", "H", "H", "H", "H"], "coordinates": [[-2.42, 2.70, 0.25], [-0.53, 3.58, 0.48], [-1.22, 2.63, 0.22], [-0.67, 1.45, -0.14], [-1.55, -0.73, -1.26], [-1.19, 0.09, -0.01], [1.37, -0.12, -0.57], [0.70, 0.47, 1.76], [0.21, 0.42, 0.35], [-1.88, -0.08, 0.76], [1.30, -0.51, 2.01], [-0.16, 0.57, 2.44], [-0.77, -1.55, -1.46], [-2.62, -0.95, -1.17], [1.56, 1.17, 1.69], [1.34, -1.21, -0.39], [0.98, 0.09, -1.55], [-1.45, -0.12, -2.15], [2.33, 0.26, -0.45]]}


Record 2
{"formula": "C5H10N2O2", "method": "ωB97M-V with the def2-TZVPD basis set", "smiles": "CN/C(O)=C(/N)C(C)=O", "homo_ev": -7.79, "species": ["O", "O", "N", "N", "C", "C", "C", "C", "C", "H", "H", "H", "H", "H", "H", "H", "H", "H", "H"], "coordinates": [[0.12, 2.14, 1.53], [1.64, -0.68, -1.75], [-0.65, -0.03, -1.15], [2.35, 0.68, 0.86], [-1.21, 0.17, 1.65], [0.81, -0.19, -0.80], [1.12, 0.28, 0.41], [-0.10, 1.01, 1.05], [-1.54, -1.18, -1.24], [2.38, -0.06, -1.84], [-0.96, -0.90, 1.70], [-2.12, 0.33, 1.08], [-2.58, -0.86, -1.37], [-1.26, -1.82, -2.09], [-0.61, 0.39, -2.08], [-1.40, 0.51, 2.67], [2.32, 1.51, 1.45], [3.18, 0.50, 0.30], [-1.48, -1.80, -0.35]]}


Record 3
{"formula": "C5H10N2O2S", "method": "ωB97M-V with the def2-TZVPD basis set", "homo_ev": [-14.26, -14.19], "total_charge": 2, "species": ["S", "O", "O", "N", "N", "C", "C", "C", "C", "C", "H", "H", "H", "H", "H", "H", "H", "H", "H", "H"], "coordinates": [[6.59, -1.09, -6.06], [6.88, -0.35, -4.94], [7.45, -1.79, -6.89], [-2.76, -1.52, 2.99], [-3.13, 0.74, 3.59], [4.96, -0.68, -6.61], [-1.96, 0.98, 2.99], [-3.88, 1.90, 4.13], [-1.69, -1.58, 2.24], [-3.46, -0.53, 3.73], [-4.90, 1.51, 4.31], [-1.57, 0.44, 2.30], [-1.62, 2.00, 2.91], [5.18, 0.14, -7.35], [-4.42, -0.85, 3.86], [4.50, -0.34, -5.75], [-3.92, 2.68, 3.40], [-3.31, -2.40, 3.18], [4.56, -1.55, -7.04], [-3.48, 2.29, 5.01]]}


Record 4
{"formula": "C5H10N2O3", "method": "ωB97M-V with the def2-TZVPD basis set", "smiles": "NC(=O)CC[C@H](N)C(=O)O", "homo_ev": -9.71, "species": ["O", "O", "O", "N", "N", "C", "C", "C", "C", "C", "H", "H", "H", "H", "H", "H", "H", "H", "H", "H"], "coordinates": [[2.97, 0.73, -0.73], [3.04, -1.34, 0.05], [-3.64, -0.64, -0.24], [-2.18, 1.17, -0.24], [0.82, 1.57, 0.48], [0.01, -0.59, -0.49], [-2.51, -0.18, -0.12], [2.37, -0.19, -0.21], [1.08, 0.14, 0.48], [-1.25, -1.10, 0.22], [-1.35, 1.49, 0.13], [0.04, 0.17, -1.32], [1.58, 2.12, 0.78], [0.49, -1.43, -1.13], [-2.94, 1.80, -0.28], [-1.06, -1.03, 1.22], [2.33, -2.04, 0.30], [-1.61, -2.21, 0.09], [1.11, -0.30, 1.48], [0.73, 1.88, -0.47]]}


Record 5
{"formula": "C5H10N2O3S", "method": "ωB97M-V with the def2-TZVPD basis set", "homo_ev": [-7.78, -7.78], "species": ["S", "O", "O", "O", "N", "N", "C", "C", "C", "C", "C", "H", "H", "H", "H", "H", "H", "H", "H", "H", "H"], "coordinates": [[1.29, 0.93, 1.98], [1.09, 0.12, 3.12], [0.43, 2.28, 2.19], [2.58, 1.55, 1.66], [-0.71, -0.22, 0.68], [0.48, -0.72, -1.87], [0.52, 0.23, 0.55], [-1.40, -0.61, -0.43], [-1.54, 0.03, 1.90], [-0.77, -0.89, -1.73], [1.05, -0.98, -3.17], [2.05, -1.34, -2.90], [-1.04, -0.20, 2.83], [1.15, 3.00, 2.16], [-1.42, -1.22, -2.57], [1.13, -0.23, -0.25], [1.10, -0.14, -3.82], [-2.56, -0.21, 1.74], [-2.53, -0.66, -0.37], [0.55, -1.85, -3.70], [-1.43, 1.14, 1.99]]}


Record 6
{"formula": "C5H10N2O3S", "method": "ωB97M-V with the def2-TZVPD basis set", "homo_ev": -9.59, "species": ["S", "O", "O", "O", "N", "N", "C", "C", "C", "C", "C", "H", "H", "H", "H", "H", "H", "H", "H", "H", "H"], "coordinates": [[-2.32, 0.44, -0.01], [-3.20, 1.41, 0.51], [-0.41, -1.91, 0.11], [2.73, 0.40, 0.32], [-2.77, -0.83, -0.73], [-1.36, -0.09, 1.23], [-0.13, -0.78, 0.89], [1.65, 1.12, 0.85], [0.61, 0.30, 0.02], [1.86, -0.38, -0.50], [-0.38, 1.06, -0.96], [-1.35, -1.85, -0.36], [2.11, -0.24, -1.50], [-1.73, -0.34, 2.16], [1.78, -1.52, -0.48], [0.47, -0.92, 1.81], [1.68, 2.18, 0.40], [-0.40, 0.47, -1.89], [1.66, 1.35, 1.96], [-3.25, -0.57, -1.60], [-0.24, 2.10, -0.92]]}


Record 7
{"formula": "C5H10N2O3S", "method": "ωB97M-V with the def2-TZVPD basis set", "homo_ev": [-9.76, -8.73], "species": ["S", "O", "O", "O", "N", "N", "C", "C", "C", "C", "C", "H", "H", "H", "H", "H", "H", "H", "H", "H", "H"], "coordinates": [[0.79, -0.62, -1.84], [1.58, -1.81, -2.02], [1.34, 0.68, -2.13], [-0.61, -0.72, -2.16], [-0.32, 0.47, 0.40], [-0.35, -1.96, 1.70], [2.10, -0.06, 0.66], [-1.44, -1.46, 1.46], [-0.60, 1.67, -0.41], [-1.57, -0.22, 0.51], [0.78, -0.29, -0.05], [-0.01, 0.87, 1.41], [0.31, 1.94, -0.99], [-1.06, 2.39, 0.14], [-2.22, 0.43, 1.05], [1.72, 0.21, 1.61], [-1.92, -0.69, -0.46], [-1.11, 1.37, -1.37], [-2.51, -1.90, 1.83], [2.55, -1.02, 0.59], [2.55, 0.71, 0.08]]}


Record 8
{"formula": "C5H10N2S", "method": "ωB97M-V with the def2-TZVPD basis set", "smiles": "C=NN1CSC[C@H]1C", "homo_ev": -8.49, "species": ["S", "N", "N", "C", "C", "C", "C", "C", "H", "H", "H", "H", "H", "H", "H", "H", "H", "H"], "coordinates": [[-0.08, 0.62, -2.21], [-0.71, -0.21, 0.19], [-0.82, 0.92, 1.04], [-1.60, 1.88, 0.85], [1.27, -0.24, -1.18], [-1.24, -0.23, -1.09], [0.68, -0.82, 0.09], [1.46, -0.80, 1.38], [0.40, -1.91, -0.25], [1.67, -1.03, -1.82], [1.81, 0.71, -1.03], [2.39, -1.26, 1.37], [-1.30, -1.24, -1.60], [0.90, -1.48, 1.98], [1.52, 0.14, 1.88], [-2.32, 2.13, -0.06], [-1.73, 2.58, 1.73], [-2.30, 0.24, -1.28]]}


Record 9
{"formula": "C5H10N2S", "method": "ωB97M-V with the def2-TZVPD basis set", "smiles": "[H]/N=C(\\N)C(=S)C(C)C", "homo_ev": -8.83, "species": ["S", "N", "N", "C", "C", "C", "C", "C", "H", "H", "H", "H", "H", "H", "H", "H", "H", "H"], "coordinates": [[-0.30, 2.21, 0.15], [-1.62, -1.32, -0.54], [-2.78, 0.56, 0.26], [-1.71, -0.13, -0.12], [-0.34, 0.57, 0.03], [1.25, -0.80, 1.18], [0.92, -0.17, -0.10], [2.09, 0.50, -0.80], [2.47, 1.32, -0.15], [0.17, -1.11, 1.50], [2.96, -0.15, -1.07], [-2.66, 1.54, 0.23], [1.88, 0.96, -1.80], [1.41, -0.11, 1.96], [1.97, -1.67, 1.06], [-3.72, 0.39, -0.21], [0.54, -1.02, -0.80], [-2.54, -1.58, -0.77]]}


Record 10
{"formula": "C5H10N2S", "method": "ωB97M-V with the def2-TZVPD basis set", "homo_ev": -8.21, "species": ["S", "N", "N", "C", "C", "C", "C", "C", "H", "H", "H", "H", "H", "H", "H", "H", "H", "H"], "coordinates": [[-2.57, -0.07, -0.62], [0.62, -1.34, -1.14], [0.28, 1.39, -1.13], [1.03, 0.89, -0.12], [-0.44, 1.44, 0.21], [0.89, -0.62, 0.11], [-0.19, -0.82, 1.06], [-1.36, 0.28, 0.67], [-0.42, 2.45, 0.83], [0.57, -2.34, -0.92], [-1.54, -1.33, -1.19], [1.94, 1.37, 0.32], [2.02, -0.99, 0.37], [0.20, -0.56, 2.10], [1.28, -0.91, -1.96], [-0.81, -1.86, 1.20], [-2.02, 0.57, 1.52], [0.52, 2.44, -1.30]]}


Record 11
{"formula": "C5H10N2S", "method": "ωB97M-V with the def2-TZVPD basis set", "smiles": "CN/N=C\\C=C/CS", "homo_ev": -8.80, "species": ["S", "N", "N", "C", "C", "C", "C", "C", "H", "H", "H", "H", "H", "H", "H", "H", "H", "H"], "coordinates": [[-2.63, 0.79, -0.71], [1.21, -1.61, -0.38], [0.64, -0.90, -1.44], [0.70, 0.09, 1.40], [-1.65, -0.14, 0.58], [-0.59, 0.53, 1.33], [1.26, -1.12, 0.79], [1.11, 0.52, -1.55], [-0.85, 1.43, 1.93], [1.76, -1.77, 1.57], [-1.14, -0.96, 0.01], [-3.37, 1.44, 0.16], [1.47, 0.98, -2.59], [0.93, -1.48, -2.29], [1.31, 0.80, 2.05], [0.33, 1.31, -1.30], [-2.52, -0.55, 1.15], [2.04, 0.65, -0.72]]}


Record 12
{"formula": "C5H10N2S", "method": "ωB97M-V with the def2-TZVPD basis set", "smiles": "S[C@@H]1CNC[C@H]2N[C@H]12", "homo_ev": -8.67, "species": ["S", "N", "N", "C", "C", "C", "C", "C", "H", "H", "H", "H", "H", "H", "H", "H", "H", "H"], "coordinates": [[-1.76, 1.08, 1.14], [1.75, 0.52, -1.12], [-0.70, -1.92, 0.05], [0.05, -1.10, -0.98], [1.43, -0.86, -1.61], [-0.04, 0.54, 0.86], [0.79, 1.41, -0.25], [0.14, -0.93, 0.48], [2.29, -1.52, -1.09], [0.26, 2.16, -0.88], [-2.33, -0.21, 1.22], [1.60, -1.02, -2.81], [-0.56, -0.32, -1.43], [2.53, 0.24, -0.43], [-0.27, -2.88, 0.33], [1.22, -1.03, 0.88], [0.28, 0.77, 1.93], [1.53, 1.99, 0.48]]}


Across the entries above, ΔE to the lowest compared entry with this formula, charge and spin takes the values 6.3891 2.9568 6.2529 1.6569 5.2883 6.2181 7.4802 3.1712 1.6309 4.9038 3.6108 5.3056 eV, respectively.